{"formula": "C30H37N3P2SV", "method": "the ωB97M-V functional and the def2-TZVPD basis", "symbols": ["V", "N", "C", "C", "N", "H", "H", "H", "H", "H", "H", "H", "H", "C", "S", "C", "C", "C", "N", "P", "C", "C", "C", "C", "C", "C", "C", "C", "C", "C", "C", "C", "P", "C", "C", "C", "C", "C", "C", "C", "C", "C", "C", "C", "C", "H", "H", "H", "H", "H", "H", "H", "H", "H", "H", "H", "H", "H", "H", "H", "H", "H", "H", "H", "H", "H", "H", "H", "H", "H", "H", "H", "H", "H"], "positions_angstrom": [[-1.992635, -0.737054, 1.472060], [-2.327968, -1.944703, 3.266258], [-2.056493, -1.032063, 4.425144], [-2.771317, 0.279200, 4.188992], [-2.312847, 0.854909, 2.883421], [-3.290514, -2.275446, 3.342925], [-1.762274, -2.786793, 3.346479], [-0.977521, -0.874323, 4.466155], [-2.365453, -1.483189, 5.366554], [-2.596957, 0.970772, 5.011458], [-3.848938, 0.123884, 4.118176], [-1.431180, 1.347896, 3.019010], [-2.952865, 1.584626, 2.572622], [2.632191, 0.006633, -4.499598], [2.400111, 1.721522, -3.995048], [3.100640, 1.703996, -2.327095], [2.062993, 1.531714, -1.224181], [1.326736, 0.212786, -1.337600], [0.257135, 0.057449, -0.320822], [-1.344608, 0.589292, -0.493363], [-1.860279, 0.314776, -2.178742], [-1.345419, 1.082578, -3.226603], [-1.693808, 0.785325, -4.534337], [-2.562115, -0.267280, -4.799431], [-3.082875, -1.033541, -3.763546], [-2.726490, -0.744466, -2.455924], [-1.371244, 2.372999, -0.213176], [-0.430760, 2.950323, 0.642551], [-0.520384, 4.296361, 0.970509], [-1.556958, 5.066980, 0.456879], [-2.499490, 4.494968, -0.386166], [-2.410823, 3.150016, -0.721340], [0.348112, -0.940099, 1.029284], [1.875671, -0.610804, 1.890283], [3.062481, -1.266758, 1.564832], [4.246428, -0.896228, 2.187444], [4.251331, 0.122737, 3.129844], [3.071174, 0.778569, 3.462520], [1.888603, 0.410719, 2.843756], [0.384542, -2.642484, 0.434399], [0.029475, -2.922714, -0.884895], [-0.069472, -4.243513, -1.313810], [0.175822, -5.278701, -0.427060], [0.523204, -5.006310, 0.894795], [0.624540, -3.695374, 1.327465], [2.340339, -0.052558, -5.547321], [2.024419, -0.703071, -3.936709], [3.682315, -0.273591, -4.429734], [3.611336, 2.657914, -2.199065], [3.870350, 0.930457, -2.278597], [1.348668, 2.357015, -1.286997], [2.536911, 1.593946, -0.237182], [2.017295, -0.629058, -1.228111], [0.868408, 0.114984, -2.324212], [-0.666047, 1.904294, -3.031300], [-1.286863, 1.374188, -5.345288], [-2.839294, -0.490492, -5.821527], [-3.765614, -1.845342, -3.974961], [-3.136164, -1.346397, -1.651143], [0.402975, 2.363216, 1.013565], [0.225806, 4.747842, 1.611424], [-1.622935, 6.117608, 0.707169], [-3.300168, 5.098045, -0.792901], [-3.146201, 2.716781, -1.388444], [3.067644, -2.065461, 0.832643], [5.167266, -1.404738, 1.935660], [5.177698, 0.406024, 3.611606], [3.077006, 1.567020, 4.202895], [0.972061, 0.929687, 3.107309], [-0.152165, -2.116190, -1.584972], [-0.328078, -4.458420, -2.342123], [0.105030, -6.304633, -0.762999], [0.724894, -5.820466, 1.578038], [0.923605, -3.497789, 2.352199]], "atomic_forces_ev_per_a": [[-0.604, -0.294, 0.441], [-0.192, 0.076, 0.285], [0.068, -0.226, -0.220], [0.000, 0.180, -0.227], [-0.074, 0.096, 0.200], [0.032, -0.031, 0.022], [0.060, 0.048, -0.021], [0.017, 0.009, 0.020], [-0.038, 0.023, 0.035], [0.019, 0.002, 0.031], [-0.011, -0.036, 0.020], [0.003, -0.041, -0.029], [-0.023, -0.037, 0.023], [0.049, -0.099, -0.108], [-0.061, 0.014, -0.067], [0.118, 0.005, 0.095], [0.010, 0.076, 0.032], [-0.132, -0.136, 0.138], [0.350, 0.068, -0.334], [-0.151, 0.287, -0.107], [0.037, -0.071, -0.175], [-0.032, 0.030, -0.050], [-0.010, -0.030, 0.040], [-0.024, -0.029, -0.015], [0.048, 0.076, -0.020], [-0.037, -0.026, -0.025], [0.085, 0.057, 0.052], [-0.007, 0.090, 0.023], [-0.037, -0.050, -0.030], [0.017, 0.011, 0.021], [0.014, -0.034, 0.000], [-0.023, 0.040, 0.014], [0.338, -0.065, -0.137], [0.130, 0.095, 0.093], [0.050, 0.005, 0.023], [-0.023, -0.026, -0.036], [-0.029, 0.025, 0.016], [0.036, -0.049, -0.032], [0.010, 0.014, 0.051], [0.051, -0.105, -0.031], [-0.023, -0.131, -0.024], [0.020, 0.100, 0.047], [0.011, -0.034, 0.054], [-0.021, 0.016, -0.089], [0.008, -0.031, -0.018], [-0.002, 0.023, 0.011], [0.008, 0.050, 0.008], [-0.004, 0.011, 0.017], [-0.011, 0.004, 0.005], [-0.016, -0.015, -0.021], [-0.003, -0.046, -0.015], [0.056, 0.019, -0.052], [0.012, 0.021, 0.040], [0.013, 0.044, 0.045], [-0.016, 0.002, 0.011], [-0.005, 0.008, 0.004], [0.006, 0.006, 0.009], [0.006, 0.005, -0.003], [0.018, 0.013, 0.027], [-0.033, -0.017, 0.010], [-0.007, -0.001, -0.004], [-0.002, -0.011, -0.007], [0.005, -0.005, -0.002], [0.006, -0.020, -0.023], [-0.024, 0.001, 0.005], [-0.003, -0.001, 0.001], [-0.004, -0.007, -0.002], [0.001, 0.000, -0.004], [-0.019, -0.028, -0.034], [-0.020, -0.005, -0.013], [-0.003, 0.009, 0.005], [0.001, 0.004, 0.006], [0.004, 0.012, 0.006], [0.003, 0.061, -0.012]], "spin_multiplicity": 4, "charge": 2, "e_above_lowest_kj_mol": 0.0, "s2": 3.765, "e_tot_ev": -91269.854, "orbital_gap_ev": [6.79, 6.80]}

***

{"formula": "C30H37NO6", "method": "the ωB97M-V functional and the def2-TZVPD basis", "symbols": ["C", "C", "O", "C", "C", "C", "O", "O", "C", "C", "C", "O", "O", "C", "C", "O", "H", "H", "H", "H", "H", "H", "H", "H", "H", "H", "H", "H", "H", "H", "H", "C", "C", "C", "C", "C", "N", "C", "C", "C", "C", "C", "C", "C", "C", "C", "C", "C", "C", "C", "C", "C", "H", "H", "H", "H", "H", "H", "H", "H", "H", "H", "H", "H", "H", "H", "H", "H", "H", "H", "H", "H", "H", "H"], "positions_angstrom": [[-0.889409, 0.275072, 5.917335], [-0.151855, -0.556909, 4.906117], [0.228752, 0.293634, 3.817887], [0.683156, -0.409809, 2.750542], [1.100379, 0.491089, 1.671026], [2.425472, 0.280756, 1.111495], [3.150112, -0.677437, 1.360875], [2.760875, 1.285338, 0.261743], [4.186481, 1.414458, 0.083203], [4.412982, 2.798311, -0.456346], [0.465453, 1.805600, 1.798879], [-0.753265, 1.963603, 1.833052], [1.314026, 2.847251, 1.933924], [0.564759, 4.071079, 2.108824], [1.566595, 5.169187, 2.319844], [0.674750, -1.641534, 2.744263], [-1.114626, -0.368602, 6.769381], [-0.314570, 1.131638, 6.281855], [-1.838990, 0.630509, 5.495105], [0.750221, -1.016007, 5.330755], [-0.805892, -1.357176, 4.540097], [4.717851, 1.297900, 1.038413], [4.512941, 0.628057, -0.610426], [5.482426, 2.979237, -0.550804], [3.938404, 2.922592, -1.434444], [4.000303, 3.556534, 0.219018], [-0.035593, 4.258211, 1.206913], [-0.112286, 3.939341, 2.964989], [1.048491, 6.118415, 2.486426], [2.208931, 4.954148, 3.179395], [2.202694, 5.291589, 1.437331], [-2.349382, -1.265982, -4.449036], [-0.877821, -0.904158, -4.659385], [-0.360713, -1.568397, -5.941818], [-0.694003, 0.609072, -4.750489], [-0.098839, -1.428285, -3.463964], [0.746168, -2.481395, -3.579305], [1.286055, -2.841170, -2.340160], [0.729156, -1.964878, -1.400600], [1.017689, -2.092122, -0.054101], [1.904087, -3.085340, 0.361497], [2.421925, -3.998775, -0.565710], [2.132810, -3.874345, -1.939049], [-0.145490, -1.035544, -2.088838], [-0.847148, -0.005862, -1.416971], [-1.853874, -0.219052, -0.435001], [-2.174871, -1.491641, 0.125702], [-3.179898, -1.614789, 1.073716], [-3.871730, -0.497065, 1.556885], [-4.800939, -0.613331, 2.722934], [-3.605738, 0.745523, 0.970544], [-2.652923, 0.881941, -0.009474], [-2.757680, -0.792926, -3.549853], [-2.940838, -0.946032, -5.315610], [-2.469289, -2.351131, -4.329251], [0.710317, -1.374105, -6.090277], [-0.549423, -2.651067, -5.945173], [-0.894224, -1.137987, -6.797558], [0.375680, 0.847572, -4.826822], [-1.200880, 0.988502, -5.648232], [-1.098866, 1.115868, -3.867864], [0.955029, -2.980983, -4.434057], [0.531731, -1.416830, 0.631796], [2.189317, -3.153712, 1.409019], [3.065249, -4.795722, -0.195057], [2.564486, -4.549197, -2.673937], [-0.731710, 1.023234, -1.770207], [-1.641217, -2.382804, -0.206141], [-3.456125, -2.599593, 1.447846], [-5.263803, 0.353112, 2.944552], [-5.598526, -1.344170, 2.555373], [-4.250852, -0.943448, 3.615166], [-4.166345, 1.616157, 1.306154], [-2.476121, 1.844786, -0.493911]], "atomic_forces_ev_per_a": [[-0.289, 0.087, 0.202], [-0.086, 0.117, 0.023], [-0.026, -0.797, 0.541], [-0.221, -0.716, -1.072], [0.306, 0.024, 0.488], [-1.011, -0.532, 1.018], [0.023, 0.969, -0.445], [0.971, -0.218, 0.070], [-0.312, -0.069, -0.151], [0.003, 0.320, -0.205], [-0.113, -0.698, -0.339], [0.584, 0.057, -0.099], [-1.021, 0.549, -0.019], [0.269, -0.012, -0.041], [0.239, 0.318, 0.023], [0.258, 1.138, 0.361], [-0.093, 0.086, 0.094], [-0.020, -0.119, -0.156], [0.241, 0.031, 0.125], [-0.188, 0.034, -0.102], [0.245, 0.079, 0.018], [-0.314, -0.196, -0.205], [0.135, 0.203, 0.214], [0.080, 0.065, -0.121], [0.092, 0.013, 0.078], [0.036, -0.207, -0.058], [0.041, -0.095, 0.291], [0.172, 0.164, -0.300], [0.074, -0.078, 0.059], [-0.104, 0.071, -0.094], [-0.047, -0.055, 0.112], [-0.307, -0.147, -0.067], [0.346, -0.380, 0.423], [-0.112, 0.163, -0.184], [0.216, 0.098, -0.129], [0.478, 0.941, 0.661], [0.180, -0.307, 0.172], [-0.097, 0.090, 0.487], [-0.318, -0.719, 0.248], [0.259, -0.463, 0.041], [-0.355, 0.008, -0.213], [-0.163, 0.433, -0.620], [0.160, -0.110, 0.192], [0.664, -0.680, -0.924], [-1.284, -0.153, -0.368], [0.081, 0.156, 0.639], [-0.294, -0.145, 0.017], [0.410, -0.262, -0.488], [0.461, 0.370, -0.141], [-0.237, 0.098, 0.161], [-0.429, 0.029, 0.094], [0.770, 0.099, -0.386], [0.077, 0.003, -0.136], [0.052, -0.039, 0.149], [0.015, 0.213, -0.071], [-0.224, -0.080, 0.022], [0.059, 0.240, -0.024], [0.100, -0.141, 0.114], [-0.267, 0.047, 0.000], [0.058, -0.003, 0.274], [0.013, -0.036, -0.234], [-0.259, 0.256, 0.185], [0.273, -0.205, 0.123], [-0.258, 0.085, -0.245], [-0.068, 0.165, -0.313], [-0.052, 0.000, 0.155], [-0.309, -0.211, -0.034], [-0.093, 0.285, 0.108], [0.259, 0.165, 0.014], [0.066, -0.187, 0.005], [0.125, 0.035, -0.078], [-0.060, 0.090, -0.224], [0.172, -0.137, -0.076], [-0.033, -0.195, 0.360]], "charge": 0, "e_above_lowest_kj_mol": 0.0, "e_tot_ev": -45483.951, "orbital_gap_ev": 4.56}

***

{"formula": "C30H38F3N3O7", "method": "the ωB97M-V functional and the def2-TZVPD basis", "symbols": ["C", "O", "C", "C", "C", "N", "C", "C", "O", "C", "C", "F", "F", "F", "C", "O", "C", "C", "C", "C", "C", "C", "C", "C", "C", "H", "H", "H", "H", "H", "H", "H", "H", "H", "H", "H", "H", "H", "H", "H", "H", "H", "H", "H", "H", "H", "H", "H", "H", "H", "H", "H", "H", "O", "N", "O", "C", "C", "C", "C", "C", "C", "H", "H", "H", "H", "H", "O", "N", "O", "C", "C", "C", "C", "C", "C", "H", "H", "H", "H", "H"], "positions_angstrom": [[1.295815, 1.708761, 2.553858], [0.964404, 0.449375, 1.999433], [0.693662, 0.411249, 0.607649], [-0.202728, -0.837904, 0.421484], [-0.439924, -1.275924, -1.031159], [-1.849562, -1.690568, -1.193157], [1.958256, 0.194326, -0.259035], [3.155986, 1.037337, 0.124989], [3.057816, 2.380548, -0.347748], [4.318029, 2.917304, -0.643103], [4.347375, 4.423254, -0.419383], [3.224293, 5.048416, -0.738796], [5.375645, 4.937760, -1.135491], [4.662836, 4.685935, 0.872397], [-0.128730, 1.585633, 0.020503], [-1.512612, 1.553342, 0.347803], [-1.862985, 2.282919, 1.501813], [-3.189839, 3.022079, 1.218553], [-2.844947, 4.323974, 0.506134], [-2.401800, 5.360935, 1.301254], [-2.027771, 6.547887, 0.718405], [-2.113377, 6.661788, -0.643355], [-2.571383, 5.652247, -1.437652], [-2.953221, 4.445763, -0.864862], [-3.447291, 3.359513, -1.789924], [0.458226, 2.179598, 3.071156], [2.057045, 1.533188, 3.321040], [1.753045, 2.398716, 1.844418], [-1.123156, -0.747718, 0.993313], [0.367465, -1.639123, 0.904598], [-0.202603, -0.509838, -1.775874], [0.192100, -2.130731, -1.255429], [-2.173907, -1.524153, -2.138659], [-2.433718, -1.102710, -0.607558], [2.252564, -0.841275, -0.173660], [1.766691, 0.362768, -1.318424], [3.319826, 0.971807, 1.207603], [4.037409, 0.568255, -0.321814], [5.125642, 2.509601, -0.031238], [4.567655, 2.713856, -1.691695], [0.305122, 2.576183, 0.187181], [-0.108401, 1.445142, -1.060029], [-1.125124, 3.053860, 1.736699], [-1.958009, 1.660033, 2.402287], [-3.795828, 2.380077, 0.588476], [-3.698251, 3.222101, 2.161493], [-2.359345, 5.212388, 2.372732], [-1.657146, 7.338715, 1.357161], [-1.791408, 7.592769, -1.098868], [-2.610949, 5.813446, -2.507012], [-2.582084, 2.793218, -2.146292], [-4.112719, 2.651088, -1.308308], [-3.926747, 3.796504, -2.663410], [-4.562061, -3.496531, -1.777122], [-4.812292, -2.941182, -0.729406], [-5.000750, -1.745189, -0.608194], [-4.891326, -3.769340, 0.481738], [-4.647161, -5.126680, 0.386434], [-4.700795, -5.901231, 1.534145], [-4.999673, -5.314136, 2.756518], [-5.250954, -3.950781, 2.833134], [-5.196564, -3.169848, 1.689634], [-4.414168, -5.582031, -0.564760], [-4.506240, -6.963538, 1.475823], [-5.035605, -5.920759, 3.652323], [-5.485998, -3.495174, 3.785429], [-5.388730, -2.108593, 1.748541], [2.503753, -3.199179, -0.890120], [3.647351, -2.873295, -1.126263], [4.039930, -1.723002, -1.210481], [4.632709, -3.945283, -1.325614], [4.213717, -5.262397, -1.270328], [5.140481, -6.270468, -1.480170], [6.467694, -5.952889, -1.737321], [6.873274, -4.625368, -1.780238], [5.951930, -3.611637, -1.574071], [3.181082, -5.508563, -1.070158], [4.826994, -7.304816, -1.445882], [7.188291, -6.742634, -1.905911], [7.907803, -4.380342, -1.977958], [6.265966, -2.578826, -1.610216]], "atomic_forces_ev_per_a": [[0.713, -0.067, 0.554], [-0.003, 0.390, -0.134], [-1.352, -0.313, -1.310], [1.272, -0.503, 0.213], [-0.891, -0.024, -0.079], [-0.048, 0.066, 0.183], [0.061, 0.792, 0.669], [0.404, -0.837, -0.129], [0.018, 0.039, 0.552], [-0.184, 0.070, -0.512], [0.929, -0.603, 0.326], [0.074, 0.114, 0.034], [-0.357, 0.129, -0.157], [-0.569, 0.197, -0.076], [0.027, -0.136, -0.196], [0.485, 0.399, 0.302], [-0.826, 0.373, 0.356], [0.953, 0.118, -0.241], [-0.941, -1.388, 0.674], [0.025, 0.143, -0.050], [0.190, -0.065, 1.052], [0.600, 1.570, -0.525], [-0.044, -0.272, -0.126], [-0.265, 0.059, -0.830], [0.525, -0.053, 0.133], [-0.199, -0.008, -0.263], [-0.046, -0.091, -0.016], [-0.250, 0.060, -0.118], [-0.095, 0.227, -0.176], [-0.122, -0.012, 0.108], [0.158, 0.181, 0.243], [0.115, -0.036, -0.066], [0.054, -0.181, -0.024], [0.025, 0.057, -0.072], [0.031, -0.135, 0.205], [-0.189, 0.001, -0.004], [-0.038, 0.390, -0.022], [-0.017, 0.038, -0.145], [-0.088, -0.037, 0.128], [0.018, 0.146, 0.008], [-0.044, -0.020, 0.254], [0.067, -0.009, -0.016], [0.221, -0.127, -0.092], [0.062, -0.316, -0.249], [-0.209, -0.116, 0.205], [-0.104, 0.022, -0.029], [0.047, 0.086, 0.068], [-0.009, 0.202, -0.214], [-0.066, -0.022, -0.059], [-0.106, -0.157, -0.064], [-0.095, -0.117, -0.013], [-0.137, 0.017, -0.086], [-0.126, -0.009, 0.032], [-0.076, -0.009, 0.014], [0.060, 0.076, -0.154], [0.001, -0.023, 0.026], [0.022, -0.121, 0.209], [0.063, -0.229, -0.109], [-0.039, 0.096, 0.097], [0.000, -0.005, 0.003], [0.031, -0.127, -0.049], [-0.051, 0.189, 0.166], [0.007, 0.148, -0.054], [0.000, 0.008, -0.026], [-0.007, 0.005, -0.009], [0.000, 0.022, -0.017], [0.038, 0.001, -0.148], [-0.051, 0.053, 0.010], [0.188, -0.007, -0.015], [0.114, -0.273, -0.118], [0.182, -0.187, -0.048], [-0.179, -0.185, 0.025], [0.125, 0.067, -0.021], [-0.003, 0.002, 0.002], [-0.074, -0.121, 0.011], [0.191, 0.162, -0.040], [-0.019, 0.146, -0.003], [-0.023, 0.014, 0.009], [-0.005, 0.007, 0.009], [-0.011, 0.025, 0.005], [-0.142, 0.028, 0.018]], "smiles": "CO[C@](CCN)(CCOCC(F)(F)F)COCCc1ccccc1C.O=[N+]([O-])c1ccccc1.O=[N+]([O-])c1ccccc1", "charge": 0, "e_tot_ev": -58675.268, "orbital_gap_ev": 7.81}